No. 1
60
Properties=species:S:1:pos:R:3:mulliken_charge:R:1 method="wB97M-V/def2-TZVPD" charge=+1 orbital_gap_ha=0.2284 relative_energy_kcal_mol=0.0
Ca -0.04 0.59 0.10 1.71
C -4.46 2.38 0.40 -0.50
O -3.48 3.48 0.37 -0.45
C -2.31 2.91 0.15 0.12
N -2.25 1.65 -0.03 -0.34
C -3.62 1.12 0.05 -0.36
C -3.74 -0.01 1.04 0.19
C -4.79 -0.91 0.92 -0.52
C -4.92 -1.96 1.83 -0.63
C -3.99 -2.11 2.85 -0.48
C -2.95 -1.21 2.98 -0.94
C -2.83 -0.16 2.08 -0.09
C -1.10 3.77 0.08 0.38
C -1.15 5.14 -0.05 -0.83
C 0.05 5.82 -0.22 -0.39
C 1.24 5.12 -0.25 -0.68
C 1.19 3.74 -0.07 0.33
N 0.04 3.08 0.08 -0.30
C 2.39 2.87 -0.05 0.31
N 2.38 1.67 0.35 -0.53
C 3.74 1.12 0.17 -0.40
C 4.50 2.30 -0.48 -0.56
O 3.53 3.40 -0.50 -0.42
C 3.71 -0.15 -0.64 0.26
C 4.70 -1.11 -0.46 -0.53
C 4.68 -2.29 -1.19 -0.62
C 3.65 -2.53 -2.10 -0.55
C 2.66 -1.58 -2.29 -0.97
C 2.70 -0.39 -1.57 -0.14
H -5.24 2.60 -0.31 0.31
H -4.87 2.34 1.41 0.38
H -3.88 0.74 -0.94 0.63
H -5.50 -0.81 0.11 0.45
H -5.74 -2.66 1.72 0.41
H -4.08 -2.94 3.54 0.43
H -2.23 -1.32 3.78 0.43
H -2.05 0.58 2.22 0.69
H -2.10 5.65 -0.03 0.53
H 0.05 6.90 -0.35 0.46
H 2.19 5.60 -0.39 0.54
H 4.14 0.89 1.16 0.72
H 4.80 2.10 -1.50 0.39
H 5.36 2.63 0.10 0.30
H 5.49 -0.93 0.27 0.44
H 5.46 -3.03 -1.04 0.41
H 3.63 -3.46 -2.65 0.47
H 1.86 -1.76 -2.99 0.45
H 1.95 0.36 -1.78 0.92
F 1.05 -6.54 0.43 -0.30
C 0.59 -5.37 -0.01 0.76
C -0.25 -5.31 -1.11 0.15
F -0.60 -6.44 -1.72 -0.28
C -0.71 -4.09 -1.56 0.53
F -1.52 -4.10 -2.62 -0.32
C -0.36 -2.89 -0.95 -0.40
Se -1.02 -1.23 -1.60 -0.25
C 0.47 -3.00 0.14 0.50
F 0.86 -1.88 0.82 -0.34
C 0.96 -4.20 0.62 -0.13
F 1.77 -4.23 1.68 -0.32

No. 2
86
Properties=species:S:1:pos:R:3:mulliken_charge:R:1 method="wB97M-V/def2-TZVPD" charge=-1 orbital_gap_ha=0.2479
C -1.07 2.99 2.20 -1.62
C -1.30 2.13 0.98 1.30
C -2.59 1.75 0.61 -1.37
C -2.78 0.96 -0.52 -1.18
C -1.72 0.53 -1.33 0.95
C -2.08 -0.32 -2.54 0.47
C -2.50 0.57 -3.73 -1.41
C -1.04 -1.37 -2.94 -1.59
C -0.44 0.92 -0.95 0.25
O 0.67 0.55 -1.67 -0.33
C 1.07 1.47 -2.75 -1.04
In 0.19 3.53 -2.84 1.15
O 1.59 4.78 -1.85 -0.59
B 1.73 5.95 -2.45 0.23
O 0.59 6.70 -2.90 -0.55
O 2.99 6.56 -2.63 -0.54
C -0.24 1.69 0.20 -0.38
H -1.71 2.64 3.00 0.40
H -0.03 2.87 2.52 0.36
H -1.26 4.03 1.98 0.31
H -3.45 2.04 1.19 0.55
H -3.78 0.66 -0.78 0.57
H -2.98 -0.86 -2.25 0.53
H -2.39 0.01 -4.66 0.44
H -3.56 0.80 -3.63 0.37
H -1.97 1.51 -3.75 0.11
H -1.51 -2.24 -3.38 0.50
H -0.39 -0.96 -3.71 0.22
H -0.39 -1.67 -2.12 0.14
H 0.89 0.94 -3.69 0.29
H 2.15 1.54 -2.65 0.43
H 0.25 4.04 -4.57 -0.42
H -1.45 3.73 -2.23 -0.40
H 0.62 6.80 -3.85 0.26
H 3.04 6.98 -3.49 0.24
H 0.78 1.95 0.46 0.32
C 7.18 9.14 -3.04 -1.12
C 5.72 8.79 -3.18 0.84
O 5.30 8.22 -4.16 -0.54
C 4.81 9.21 -2.05 -0.92
H 7.72 8.79 -3.92 0.30
H 7.30 10.22 -2.95 0.32
H 7.60 8.66 -2.15 0.31
H 4.84 10.29 -1.94 0.36
H 5.13 8.73 -1.12 0.31
H 3.79 8.89 -2.27 0.16
C -6.13 -0.56 3.51 -1.22
C -5.42 -0.47 2.18 0.85
O -5.29 0.58 1.60 -0.54
C -4.87 -1.75 1.61 -0.25
H -6.47 0.43 3.81 0.32
H -6.99 -1.23 3.43 0.35
H -5.45 -0.95 4.27 0.28
H -5.68 -2.47 1.45 0.38
H -4.13 -2.17 2.29 -0.06
H -4.39 -1.53 0.66 0.00
C 4.53 -3.19 -3.32 -1.16
C 3.17 -2.95 -2.68 0.74
O 2.38 -3.86 -2.54 -0.58
C 2.86 -1.55 -2.24 -0.55
H 4.62 -4.24 -3.59 0.32
H 4.63 -2.57 -4.21 0.31
H 5.32 -2.92 -2.61 0.32
H 2.90 -0.87 -3.09 0.29
H 3.59 -1.23 -1.49 0.41
H 1.87 -1.50 -1.81 -0.10
C -0.35 -3.60 2.65 -0.97
C -1.48 -3.52 3.65 0.78
O -2.44 -2.80 3.46 -0.57
C -1.36 -4.38 4.88 -0.86
H -0.56 -2.94 1.81 0.19
H 0.58 -3.30 3.12 0.34
H -0.25 -4.62 2.28 0.30
H -0.46 -4.10 5.44 0.35
H -1.30 -5.43 4.60 0.12
H -2.23 -4.22 5.51 0.29
C -1.31 -8.76 6.35 -1.04
C -0.61 -8.56 5.02 0.78
O -0.55 -7.47 4.51 -0.51
C -0.01 -9.78 4.37 -1.12
H -1.69 -7.81 6.71 0.25
H -2.13 -9.46 6.24 0.32
H -0.60 -9.16 7.08 0.32
H -0.79 -10.52 4.18 0.32
H 0.74 -10.22 5.03 0.33
H 0.45 -9.50 3.43 0.30

No. 3
56
Properties=species:S:1:pos:R:3:mulliken_charge:R:1 method="wB97M-V/def2-TZVPD" orbital_gap_ha=0.3526 smiles="CN(C(=O)c1cc(S(N)(=O)=O)n(C)c1)[C@H]1CCCN(C(=O)C(F)=C2CCC2)CC1" relative_energy_kcal_mol=2.4
C -0.69 -1.05 -0.93 -1.20
N -0.76 0.39 -0.71 0.20
C -1.43 1.22 -1.58 0.20
O -1.00 2.32 -1.89 -0.68
C -2.75 0.76 -2.09 0.07
C -3.68 -0.15 -1.53 0.53
C -4.79 -0.11 -2.33 -1.16
S -6.26 -0.99 -2.12 1.23
N -6.29 -2.03 -3.41 -0.58
O -6.11 -1.73 -0.91 -0.66
O -7.38 -0.11 -2.33 -0.65
N -4.57 0.78 -3.36 0.18
C -5.49 1.11 -4.44 -0.89
C -3.34 1.30 -3.21 -0.54
C 0.38 0.99 -0.01 -0.25
C 0.57 0.33 1.36 -0.70
C 1.12 1.24 2.45 -0.78
C 2.31 2.12 2.04 -1.14
N 3.16 1.53 1.02 0.24
C 3.97 0.46 1.25 0.82
O 4.39 -0.26 0.36 -0.67
C 4.33 0.17 2.68 0.00
F 4.65 1.24 3.45 -0.44
C 4.36 -1.04 3.20 0.30
C 4.84 -1.57 4.53 -0.57
C 5.12 -2.92 3.80 -0.58
C 4.23 -2.43 2.63 -0.54
C 2.79 1.79 -0.37 -1.68
C 1.64 0.94 -0.88 -0.09
H -0.90 -1.61 -0.01 0.27
H -1.41 -1.35 -1.68 0.68
H 0.30 -1.33 -1.28 0.29
H -3.58 -0.74 -0.64 0.66
H -5.94 -2.94 -3.13 0.28
H -7.25 -2.10 -3.75 0.29
H -4.95 1.72 -5.17 0.34
H -5.85 0.21 -4.92 0.31
H -6.35 1.67 -4.06 0.32
H -2.95 2.04 -3.89 0.48
H 0.11 2.04 0.13 0.41
H -0.41 -0.04 1.70 0.50
H 1.20 -0.56 1.25 0.20
H 0.33 1.89 2.82 0.46
H 1.43 0.61 3.29 0.37
H 1.95 3.06 1.62 0.48
H 2.89 2.39 2.92 0.36
H 5.66 -1.06 5.02 0.32
H 4.01 -1.66 5.24 0.21
H 6.16 -2.98 3.50 0.27
H 4.84 -3.84 4.31 0.30
H 3.20 -2.80 2.72 0.20
H 4.57 -2.58 1.61 0.34
H 2.54 2.85 -0.44 0.50
H 3.67 1.63 -1.00 0.44
H 2.00 -0.09 -0.95 0.27
H 1.39 1.27 -1.88 0.44

No. 4
9
Properties=species:S:1:pos:R:3:mulliken_charge:R:1 method="wB97M-V/def2-TZVPD" orbital_gap_ha=0.3758 smiles="O=c1nc[nH][nH]1" relative_energy_kcal_mol=25.9
O 2.21 -0.77 -0.25 -0.58
C 1.03 -0.50 -0.31 0.51
N -0.11 -1.28 -0.56 -0.47
C -1.09 -0.53 -0.15 0.03
N -0.71 0.66 0.42 -0.17
N 0.64 0.78 0.06 -0.27
H -2.14 -0.81 -0.22 0.36
H -1.31 1.48 0.34 0.28
H 1.45 0.98 0.66 0.31

No. 5
98
Properties=species:S:1:pos:R:3:mulliken_charge:R:1 method="wB97M-V/def2-TZVPD" orbital_gap_ha=0.3178
Li -10.42 -23.16 -1.87 0.90
Li -12.02 -21.60 -5.25 0.99
Li -10.47 -16.81 -1.80 1.00
Li -12.36 -18.52 -1.75 1.37
Li -8.53 -16.69 -6.45 0.87
N -8.42 -15.08 -5.38 -0.19
S -8.49 -15.03 -3.72 0.68
O -9.78 -15.43 -3.23 -0.53
O -7.63 -14.17 -3.06 -0.45
F -7.72 -16.43 -3.55 -0.21
S -9.38 -13.83 -5.65 0.97
O -8.95 -12.59 -5.11 -0.60
O -10.78 -14.00 -5.79 -0.51
F -8.91 -13.61 -7.19 -0.35
N -13.15 -21.64 -6.79 -0.35
S -13.95 -20.52 -7.59 0.95
O -14.74 -19.65 -6.79 -0.58
O -14.40 -20.84 -8.89 -0.59
F -12.66 -19.57 -7.82 -0.17
S -14.53 -22.57 -6.31 0.90
O -15.23 -23.17 -7.37 -0.55
O -15.22 -22.06 -5.18 -0.51
F -13.61 -23.71 -5.70 -0.22
N -10.27 -22.23 -6.02 0.04
S -8.75 -21.72 -6.27 0.53
O -8.09 -22.36 -7.36 -0.55
O -8.00 -21.29 -5.14 -0.46
F -9.20 -20.36 -7.02 -0.27
S -9.75 -23.61 -5.16 0.68
O -9.78 -23.41 -3.74 -0.39
O -8.74 -24.49 -5.58 -0.52
F -11.14 -24.33 -5.39 -0.26
N -10.69 -18.53 -2.78 0.22
S -9.63 -19.78 -2.82 0.53
O -8.28 -19.44 -3.04 -0.50
O -10.18 -21.05 -3.11 -0.24
F -9.55 -19.80 -1.19 -0.47
S -10.81 -18.41 -4.47 0.18
O -11.41 -19.53 -5.08 0.10
O -9.76 -17.78 -5.15 0.09
F -11.89 -17.29 -4.43 -0.33
N -11.99 -17.04 -0.54 -0.33
S -12.91 -15.74 -0.19 0.84
O -12.40 -14.92 0.84 -0.56
O -14.30 -15.83 -0.48 -0.54
F -12.45 -14.94 -1.52 -0.28
S -11.83 -17.60 1.04 1.06
O -13.11 -17.74 1.62 -0.59
O -10.73 -17.10 1.76 -0.55
F -11.44 -19.08 0.62 -0.18
C -13.45 -15.77 -8.35 -0.74
O -12.14 -15.87 -7.76 -0.15
C -11.14 -16.44 -8.37 0.62
O -10.13 -16.74 -7.79 -0.10
O -11.40 -16.75 -9.62 -0.40
C -10.39 -17.45 -10.30 -0.63
H -14.12 -16.59 -8.12 0.23
H -13.28 -15.57 -9.39 0.38
H -13.89 -14.91 -7.83 0.25
H -10.69 -17.90 -11.24 0.28
H -9.93 -18.25 -9.72 0.16
H -9.55 -16.80 -10.55 0.31
C -15.44 -19.88 -0.38 -0.57
O -16.04 -18.96 -1.30 -0.39
C -15.31 -18.62 -2.34 0.71
O -14.15 -18.94 -2.51 -0.63
O -15.92 -17.62 -2.93 -0.35
C -15.46 -17.16 -4.20 -0.43
H -14.99 -20.73 -0.88 0.24
H -16.30 -20.26 0.17 0.30
H -14.75 -19.40 0.32 0.18
H -14.41 -17.38 -4.38 0.06
H -15.46 -16.07 -4.14 0.29
H -16.13 -17.49 -4.97 0.33
C -5.88 -20.48 -0.12 -0.61
O -7.21 -21.02 -0.10 -0.25
C -7.54 -21.99 -0.91 0.47
O -8.68 -22.20 -1.23 -0.23
O -6.48 -22.54 -1.47 -0.44
C -6.74 -23.49 -2.52 -0.35
H -6.01 -19.53 0.39 0.29
H -5.56 -20.15 -1.11 0.18
H -5.18 -21.13 0.38 0.35
H -5.86 -24.07 -2.78 0.33
H -7.09 -22.99 -3.42 -0.01
H -7.48 -24.21 -2.18 0.23
C -5.11 -17.56 -1.88 -0.51
O -3.83 -17.11 -1.57 -0.38
C -3.42 -17.37 -0.32 0.77
O -4.12 -17.67 0.60 -0.55
O -2.09 -17.29 -0.30 -0.33
C -1.44 -17.23 0.95 -0.67
H -5.83 -17.69 -1.07 0.26
H -5.17 -18.52 -2.41 0.28
H -5.62 -16.81 -2.49 0.30
H -0.42 -17.53 0.78 0.23
H -1.99 -17.79 1.71 0.33
H -1.48 -16.20 1.34 0.29

No. 6
17
Properties=species:S:1:pos:R:3:lowdin_spin:R:1 method="wB97M-V/def2-TZVPD" multiplicity=2 s_squared=0.75 charge=-1 orbital_gap_ha="0.1090 / 0.2402" relative_energy_kcal_mol=0.0
C -0.29 2.21 -0.93 0.01
N 0.59 1.30 -1.43 0.01
C 0.62 -0.04 -0.83 0.09
C 1.19 -1.08 -1.79 0.45
O 0.98 -0.87 -3.03 0.34
O -1.01 1.93 0.02 0.00
H -0.42 3.15 -1.49 0.00
H 1.30 1.52 -2.11 0.01
H -0.32 -0.38 -0.40 0.02
H 1.18 0.04 0.12 0.01
H 1.70 -1.98 -1.42 0.05
H -0.39 -2.92 1.63 0.00
H -0.07 -1.58 2.33 0.00
O 0.28 -2.46 2.13 0.00
H -1.43 0.88 1.89 0.00
H -2.34 0.23 2.94 0.00
O -1.58 0.05 2.37 0.00